(1)
Below is a molecular structure, C26H19Cl2HfIN11O2S, with properties calculated with the ωB97M-V functional and the def2-TZVPD basis.

```
! wB97M-V def2-TZVPD RIJCOSX def2/J DEFGRID3
* xyz 1 1
Hf -0.14201 -0.65980 -0.26225
N 2.76668 2.54117 1.58757
C 2.26771 1.36496 1.22759
N 0.99463 1.09377 1.13979
C 0.07923 2.09521 1.49379
N -1.17934 1.86151 1.58197
N -1.45535 0.53470 1.30408
C -2.60584 0.14524 1.67255
C -2.87894 -1.29401 1.61665
C -4.01957 -1.84736 2.15206
C -4.08547 -3.23261 2.27175
C -2.99335 -3.98604 1.89288
C -1.89274 -3.33820 1.34173
N -1.85311 -2.02679 1.16741
C 0.57185 3.43971 1.79715
C -0.28314 4.51517 2.04649
C 0.23910 5.75529 2.34295
C 1.62253 5.93827 2.39782
C 2.48033 4.88717 2.15332
C 1.94189 3.64265 1.85161
H 3.76710 2.64516 1.65019
H 2.98149 0.58848 0.99228
H -3.30693 0.84200 2.12184
H -4.82542 -1.21029 2.49346
H -4.96600 -3.70599 2.68640
H -2.98114 -5.06067 2.01461
H -1.01160 -3.88941 1.03300
H -1.35057 4.34770 1.99995
H -0.42231 6.58869 2.53644
H 2.02918 6.91341 2.63282
H 3.55503 5.02448 2.19181
S -1.55622 1.21165 -1.58381
C 0.02088 1.59911 -2.20813
C 0.29669 2.56352 -3.17835
C 1.60441 2.75422 -3.56739
C 2.61838 1.98282 -2.99577
C 2.27288 1.05143 -2.04867
N 1.00205 0.87585 -1.65461
H -0.51844 3.13384 -3.60197
H 1.84447 3.49415 -4.32113
H 3.65128 2.09528 -3.29273
H 3.00971 0.40464 -1.58934
N 4.50616 -3.46376 -1.34198
C 3.51377 -3.28594 -1.90811
N 2.37830 -3.08070 -2.55250
C 1.37044 -2.46196 -2.20506
N 0.39510 -1.86910 -1.87347
I -3.86305 -5.32689 -3.49225
C -3.24296 -3.47920 -2.84017
C -3.45366 -2.25238 -3.42255
N -2.86132 -1.34929 -2.62689
N -2.26432 -1.90285 -1.56436
C -2.49439 -3.20557 -1.68921
H -3.97036 -1.97000 -4.32594
H -2.75932 -0.35067 -2.76126
H -2.10371 -3.92098 -0.98541
Cl 3.53756 -2.14333 2.87951
C 2.96026 -2.92880 1.38222
Cl 2.28897 -4.52629 1.67186
C 1.94237 -1.97798 0.78209
O 2.31829 -1.11702 -0.03171
O 0.70656 -2.03895 1.10732
H 3.80532 -3.02841 0.71004
*
```

Total energy   -93043.12531 eV
HOMO energy   -10.97 eV
LUMO level   -3.780 eV

***

(2)
Below is a molecular structure, C47H47AuN4OP2S, with properties calculated with the ωB97M-V functional and the def2-TZVPD basis.

```
! wB97M-V def2-TZVPD RIJCOSX def2/J DEFGRID3
* xyz 2 1
Au -0.04895 0.27529 -0.08673
C -1.81509 -7.35590 -2.58590
S -0.14513 -7.13929 -3.23212
C -0.22930 -5.40092 -3.70154
C -0.17950 -4.45094 -2.51037
C -0.15593 -2.99850 -2.95734
N -0.13873 -2.03435 -1.83461
P 1.15515 -1.50234 -0.90551
C 2.45023 -0.92484 -1.98217
C 2.59133 0.43047 -2.28599
C 3.57703 0.83711 -3.17147
C 4.41081 -0.10462 -3.75889
C 4.27178 -1.45536 -3.46264
C 3.30096 -1.87034 -2.56727
C 1.81002 -2.76116 0.15731
C 3.10979 -2.60647 0.64992
C 3.61691 -3.53330 1.54577
C 2.83690 -4.60874 1.94796
C 1.54236 -4.76122 1.46394
C 1.02326 -3.83504 0.57769
P -1.46701 -1.17492 -1.27269
C -2.61898 -2.40693 -0.70310
C -2.49780 -3.03068 0.54032
C -3.29856 -4.11803 0.84214
C -4.21492 -4.58418 -0.09370
C -4.33707 -3.96478 -1.32882
C -3.55401 -2.86348 -1.63967
C -2.20329 -0.15525 -2.51653
C -1.40799 0.32932 -3.55837
C -1.95617 1.20377 -4.47579
C -3.27927 1.61696 -4.33921
C -4.06126 1.15303 -3.29101
C -3.52721 0.26339 -2.37233
H -1.95109 -8.42120 -2.40983
H -2.55206 -7.03710 -3.32329
H -1.97345 -6.82957 -1.64457
H -1.13517 -5.23955 -4.29224
H 0.62157 -5.22773 -4.36427
H 0.70755 -4.67799 -1.91480
H -1.04925 -4.61827 -1.86769
H -1.02938 -2.75848 -3.56966
H 0.71979 -2.79023 -3.57838
H 1.94140 1.17644 -1.84048
H 3.69771 1.88697 -3.40019
H 5.17924 0.21532 -4.44989
H 4.92707 -2.18334 -3.92097
H 3.21311 -2.92136 -2.31756
H 3.72622 -1.77332 0.33609
H 4.62258 -3.41832 1.92576
H 3.24117 -5.33619 2.63896
H 0.94508 -5.60821 1.77305
H 0.02237 -3.96837 0.18930
H -1.76650 -2.69398 1.26145
H -3.21083 -4.60294 1.80486
H -4.84143 -5.43382 0.14323
H -5.05266 -4.32969 -2.05321
H -3.66142 -2.37982 -2.60101
H -0.37166 0.02313 -3.65160
H -1.35633 1.57086 -5.29721
H -3.69973 2.30819 -5.05728
H -5.08524 1.48395 -3.18720
H -4.13761 -0.09243 -1.55137
C 2.07519 4.43790 2.42126
C 1.11910 4.19323 3.57899
N 1.73768 3.51644 4.71503
C 2.71579 4.27759 5.50699
C 4.14347 3.80774 5.28863
C 1.39387 2.29981 5.18370
O 1.79912 1.83594 6.23647
C 0.46075 1.43310 4.37139
C -0.64908 0.88041 4.99683
C -1.47946 0.04126 4.27518
C -1.15103 -0.24167 2.96061
N -0.05509 0.23213 2.37007
C 0.72749 1.06312 3.06704
H 1.53315 4.85250 1.56950
H 2.56249 3.51279 2.10636
H 2.85818 5.14609 2.69250
H 0.25674 3.61757 3.24725
H 0.72968 5.14924 3.93998
H 2.44450 4.17709 6.55736
H 2.59941 5.32518 5.22778
H 4.25620 2.77347 5.61060
H 4.82972 4.41930 5.87408
H 4.43330 3.88564 4.23978
H -0.84979 1.12173 6.03251
H -2.36761 -0.38652 4.71818
H -1.80314 -0.85793 2.35697
H 1.60527 1.44305 2.55859
N -2.13054 10.01159 -0.33818
C -1.96076 8.87694 -0.29855
C -1.74306 7.45381 -0.24532
C -1.05771 6.82293 -1.28099
C -0.83989 5.45952 -1.22614
C -1.29575 4.72303 -0.13089
C -1.98378 5.36210 0.90461
C -2.21369 6.72340 0.84323
C -1.04061 3.31732 -0.04962
C -0.79996 2.12522 0.01366
H -0.70449 7.40311 -2.12191
H -0.31317 4.96051 -2.02795
H -2.34106 4.78808 1.74861
H -2.75277 7.22549 1.63446
*
```

Total energy   -90599.51462 eV
HOMO energy   -12.75 eV
LUMO level   -8.306 eV

***

(3)
Below is 2 unconnected molecules or ions with the total composition C5H8BrN2, with properties calculated with the ωB97M-V functional and the def2-TZVPD basis.

```
! wB97M-V def2-TZVPD RIJCOSX def2/J DEFGRID3
* xyz 1 1
C -0.34345 0.79627 -0.86197
C 0.22851 -2.55322 0.57442
C 1.71566 -0.56318 0.33983
C -0.37480 -2.92742 -0.57425
C -0.49024 2.53917 0.80422
N 1.21942 -1.63270 0.58577
N -0.80442 1.95061 -0.54508
Br 2.91064 0.75537 0.17754
H -0.45667 0.47530 -1.89662
H 0.07039 -3.20937 1.35449
H -1.10832 -3.78611 -0.73121
H -0.11118 -2.45743 -1.41674
H -0.53810 1.77544 1.54516
H 0.54342 2.98397 0.85640
H -1.25207 3.21393 1.00081
H -1.20877 2.63937 -1.21279
*
```

Total energy   -78325.26918 eV
HOMO energy (spin up / spin down)   -12.42 / -12.42 eV
LUMO level (spin up / spin down)   -4.563 / -4.563 eV

***

(4)
Below is 5 unconnected molecules or ions with the total composition C3H14ClN6O4, with properties calculated with the ωB97M-V functional and the def2-TZVPD basis.

```
! wB97M-V def2-TZVPD RIJCOSX def2/J DEFGRID3
* xyz -1 1
Cl -0.39726 -0.12770 -0.47550
C -1.33626 -2.85493 2.47254
O -1.59877 -3.56539 3.44440
N -0.74605 -3.30410 1.31990
N -1.66079 -1.55214 2.39509
H -0.50202 -4.24164 1.06768
H -0.42265 -2.64370 0.62330
H -1.43214 -1.04568 1.55299
H -2.00558 -1.12347 3.23237
C 0.23962 -1.19640 -4.49411
O 0.24437 -1.50163 -5.68868
N 1.35683 -1.12197 -3.69707
N -0.91399 -1.11895 -3.79597
H 2.25491 -1.32498 -4.08858
H 1.25787 -0.84797 -2.73183
H -0.87474 -0.79377 -2.84271
H -1.73126 -1.53916 -4.19050
C 0.75704 3.12425 1.97131
O 1.40576 3.46857 0.98981
N 0.11283 1.93165 2.06344
N 0.59108 3.88406 3.09972
H 0.23821 1.31515 1.26425
H -0.21685 1.62980 2.95531
H -0.08927 3.60858 3.77781
H 1.00871 4.79065 3.19570
O 1.80310 2.06956 -1.38987
H 1.61501 2.61158 -0.60676
H 1.04229 1.46976 -1.42402
*
```

Total energy   -32998.10540 eV
HOMO energy   -6.28 eV
LUMO level   2.748 eV

***

(5)
Below is a molecular structure, C10H23ClIO2P2Tc, with properties calculated with the ωB97M-V functional and the def2-TZVPD basis.

```
! wB97M-V def2-TZVPD RIJCOSX def2/J DEFGRID3
* xyz 3 4
C -0.11943 0.66517 -3.74777
C -0.15417 1.32932 -2.42695
H 0.74215 1.03512 -4.32574
H -1.04294 0.88576 -4.30557
H -0.02113 -0.43107 -3.66902
O -0.20427 2.50430 -2.19313
I 0.07738 -3.08599 -0.08905
Tc -0.02394 -0.54094 -0.71152
P 2.34686 -0.42341 -1.01103
C 3.23326 0.62087 0.20263
C 3.30150 -1.97451 -0.90963
H 4.36709 -1.73274 -0.80405
H 4.02825 0.25929 -2.61403
H 3.14562 -2.56433 -1.81881
H 2.53008 -0.28301 -3.42753
H 2.89164 0.38813 1.21921
H 2.96821 -2.56170 -0.04675
C 2.92970 0.29340 -2.58202
H 4.30817 0.41129 0.12600
H 2.59661 1.33739 -2.66795
H 3.04930 1.68331 -0.00273
P -2.30601 -0.28146 -1.01474
C -3.00539 1.36399 -0.69298
C -2.91250 -0.75360 -2.66579
H -2.79902 -2.33164 0.18824
H -4.27636 -1.49572 -0.37843
H -3.39521 -0.89772 1.06976
C -3.28901 -1.35654 0.08079
H -2.25277 -1.52199 -3.08928
H -3.92302 -1.16985 -2.56016
H -4.01771 1.41344 -1.11403
H -2.37220 2.13482 -1.14857
H -2.93840 0.11531 -3.33463
H -3.04150 1.53110 0.38915
C 0.29322 1.22374 0.05423
O 0.49403 2.26129 0.54661
Cl -1.36680 0.52404 2.26613
C -0.30412 -0.71240 1.47669
H 0.67953 -0.58354 1.96528
H -0.73037 -1.63923 1.89668
*
```

Total energy   -56204.46770 eV
HOMO energy (spin up / spin down)   -20.09 / -20.65 eV
LUMO level (spin up / spin down)   -13.445 / -14.741 eV

***

(6)
Below is a molecular structure, C25H18Co2O8, with properties calculated with the ωB97M-V functional and the def2-TZVPD basis.

```
! wB97M-V def2-TZVPD RIJCOSX def2/J DEFGRID3
* xyz -2 1
C 4.80115 0.87731 2.33216
C 3.51054 1.62092 2.14355
O 2.47659 0.60642 2.11736
C 1.24392 1.15400 2.02128
C 0.18038 0.09247 1.68808
C -1.24399 0.52171 1.97850
C -1.61545 1.86333 1.89505
C -2.95646 2.23466 1.96885
C -3.93600 1.25687 2.15964
C -3.56046 -0.08098 2.31066
C -2.21867 -0.45460 2.21606
O 1.08779 2.35761 2.14278
H 5.63845 1.53878 2.09761
H 4.89218 0.56815 3.37741
H 4.86317 -0.01708 1.70249
H 3.30668 2.31362 2.96755
H 3.49243 2.16930 1.19107
H 0.40914 -0.78289 2.30968
H -0.85113 2.61852 1.73916
H -3.20271 3.29138 1.85497
H -4.98826 1.54652 2.18022
H -4.31229 -0.84916 2.48749
H -1.90643 -1.49411 2.32841
O 1.95434 -5.14883 -4.11620
C 1.60836 -4.29060 -3.42761
Co 1.08979 -2.93353 -2.45115
C 2.72329 -2.32024 -2.33638
O 3.80022 -1.90835 -2.29855
C 0.58834 -1.74325 -3.64267
O 0.35020 -0.97606 -4.47178
C 0.63811 -2.65486 -0.51189
C -0.01488 -1.48888 -0.23291
C 0.42781 -0.18401 0.21960
C -0.09617 0.99013 -0.64629
C 0.76430 2.03475 -1.00228
C 0.24415 3.18437 -1.60127
C -1.11598 3.25966 -1.90965
C -1.95003 2.17274 -1.64355
C -1.43316 1.03761 -1.01338
Co -1.04038 -2.67044 -1.08365
C -0.99446 -4.14626 -2.11060
O -1.29412 -5.14746 -2.62474
C -1.88918 -1.79289 -2.36174
O -2.48431 -1.32569 -3.23604
C -2.42487 -2.91999 -0.01701
O -3.38307 -3.07852 0.61559
H 1.19466 -3.26716 0.19666
H 1.52572 -0.19406 0.07521
H 1.83925 1.94442 -0.81025
H 0.91154 4.02628 -1.81002
H -1.53712 4.17483 -2.32592
H -3.01270 2.20141 -1.89346
H -2.10021 0.21211 -0.73805
*
```

Total energy   -117846.75811 eV
HOMO energy   1.59 eV
LUMO level   4.498 eV

***

It is found that the max |F| values, taken in the order of the records, are 0.997; 1.283; 5.730; 1.695; 5.985; 6.885 eV Å⁻¹.